[1]
Formula: C30H46FN4O3Si3Zn
Source: OMol25
Level of theory: ωB97M-V with the def2-TZVPD basis set

XYZ file:
```
88
Properties=species:S:1:pos:R:3:forces:R:3
H -0.715 -1.460 -3.461 -0.17 -0.08 -0.17
H 4.800 2.559 0.754 -0.14 0.08 0.05
C -1.071 -4.458 -2.529 -0.08 0.54 0.44
H 0.094 7.029 1.446 0.02 -0.01 -0.02
H -0.776 -0.488 -1.999 -0.08 0.22 0.12
C 2.984 0.872 0.571 -0.35 -0.35 0.21
H -3.003 -0.373 2.328 0.01 0.22 0.16
H -1.186 8.425 -2.146 0.17 0.06 0.09
Zn 1.127 -3.444 0.251 -0.25 -1.30 0.00
H 3.822 4.011 0.527 -0.03 -0.18 0.11
H -3.390 -1.071 0.766 -0.16 0.02 -0.25
H -1.067 -2.194 3.888 -0.31 -0.06 0.06
C 0.095 4.604 -0.370 -0.66 -0.37 0.06
C 1.942 0.024 0.691 0.09 0.05 0.00
H 1.121 8.888 -1.887 -0.06 -0.16 0.01
C -2.161 1.697 0.099 -0.03 -0.02 -0.23
H -2.131 1.737 1.183 -0.10 -0.04 0.16
C -0.342 -1.735 3.226 0.05 -0.17 -0.79
H 1.244 8.881 0.569 -0.01 0.03 -0.22
C 1.408 7.980 -0.023 0.28 -0.19 0.68
C 0.773 6.733 0.636 0.01 0.03 0.18
H -0.143 -0.736 3.605 -0.02 0.25 -0.03
H -3.027 2.248 -0.254 -0.08 -0.01 0.04
H 3.676 3.431 -1.954 0.00 0.04 -0.05
H -1.138 -7.854 0.431 -0.09 -0.06 0.03
H 4.738 2.059 -1.639 0.07 -0.07 -0.12
N 0.749 8.108 -1.344 0.24 0.26 -0.47
C -2.870 -1.246 1.698 0.78 -0.02 -0.17
C -0.146 -7.436 0.353 0.09 -0.01 0.01
C 0.942 -8.251 0.086 0.03 0.13 0.04
H -3.852 -3.057 -0.911 -0.16 -0.16 0.21
H 4.002 0.534 0.694 0.07 -0.02 -0.12
Si -1.409 -2.875 -1.507 -0.11 -0.10 0.04
C 2.201 -7.675 -0.002 -0.06 0.10 -0.01
C -0.491 -1.456 -2.398 -0.18 -0.53 0.43
H -3.209 -6.551 0.844 0.02 -0.25 0.17
C 2.126 -1.460 0.621 0.66 1.44 0.05
H -3.497 -1.455 -1.526 -0.01 0.28 0.08
O 2.185 -1.916 -0.547 0.08 -0.49 -0.90
C -3.280 -2.510 -1.648 0.71 -0.13 0.05
H -0.992 8.891 -0.442 0.19 0.04 -0.11
C 4.469 3.059 -1.309 -0.12 0.01 0.29
N 0.066 6.023 -0.411 -0.09 -0.21 0.07
H -0.458 -4.709 3.352 0.24 0.11 0.10
H 0.585 -1.552 -2.290 0.19 0.00 0.04
C -0.980 3.810 -0.335 0.26 0.41 -0.09
H 2.480 7.844 -0.179 -0.12 0.08 -0.12
C -0.896 2.321 -0.484 -0.13 0.02 -0.10
O 2.090 -2.205 1.614 0.07 -0.27 0.83
C 0.028 -6.065 0.509 -0.80 -0.11 0.08
C -0.851 -3.167 0.306 -0.52 0.34 0.32
C 0.424 1.807 0.084 -0.23 -0.31 0.22
H 0.582 -2.294 3.304 0.12 -0.05 0.02
Si -1.382 -4.840 1.009 -0.22 0.31 -0.06
H -0.863 2.087 -1.564 -0.09 0.04 0.03
C -3.039 -5.570 0.415 0.65 0.27 0.11
C 2.303 -6.306 0.157 0.47 -0.32 -0.09
H -1.877 6.775 0.055 0.10 0.05 -0.08
H -2.260 0.668 -0.216 -0.08 -0.04 0.01
N 2.818 2.192 0.303 -0.24 -0.25 0.03
F -2.238 4.340 -0.256 0.05 -0.02 0.04
H -3.858 -4.940 0.739 -0.19 0.23 0.14
C 0.594 0.506 0.503 0.45 0.57 0.01
H -1.234 -4.268 -3.584 -0.04 0.12 -0.22
O -0.433 -0.326 0.639 0.58 0.40 -0.45
H 3.084 -8.260 -0.208 0.04 -0.05 0.01
H -3.114 -5.665 -0.660 0.02 0.01 -0.27
H -3.642 -2.798 -2.629 -0.06 -0.09 -0.28
H 0.922 7.186 -1.793 0.12 0.33 -0.01
H -0.050 -4.810 -2.414 0.26 -0.06 0.02
C -1.403 -4.998 2.908 0.06 0.19 -0.71
C -1.151 6.723 -0.766 -0.15 -0.20 -0.10
C 4.009 3.004 0.146 0.33 0.21 -0.24
H -1.627 6.195 -1.591 0.03 0.08 0.02
H 2.239 4.657 -0.514 0.17 0.05 -0.06
C 1.561 2.688 -0.012 0.11 0.25 0.03
H -3.355 -2.079 2.194 -0.08 -0.29 0.12
H 1.538 6.085 1.061 -0.05 0.10 -0.02
C 1.398 4.007 -0.356 0.42 -0.08 -0.02
H 0.815 -9.315 -0.047 -0.01 -0.07 -0.02
H -2.183 -4.381 3.341 -0.20 0.19 0.12
H -1.732 -5.269 -2.246 -0.13 -0.22 0.09
N 1.250 -5.536 0.394 0.26 0.83 -0.17
H 3.256 -5.798 0.093 0.08 -0.05 -0.04
H 5.340 3.705 -1.390 0.08 0.03 -0.11
Si -1.027 -1.655 1.444 -1.30 -1.32 0.67
C -0.727 8.149 -1.195 -0.69 0.01 0.08
H -1.604 -6.025 3.195 -0.05 -0.24 -0.04
```
Forces are in eV/Å.

As for the spin multiplicity: 1. Its frontier orbital gap is 6.0 eV. As for the charge: +1. The HOMO energy is -8.65 eV. The LUMO energy is -2.61 eV.

***

[2]
Formula: C30H46O2
Source: OMol25
Level of theory: ωB97M-V with the def2-TZVPD basis set

XYZ file:
```
78
Properties=species:S:1:pos:R:3:forces:R:3
C 0.948 2.327 1.599 0.93 -1.01 -1.42
H 4.931 2.184 -6.300 0.12 -0.23 -0.04
H 0.283 5.701 -3.550 0.01 0.03 0.02
C -0.380 2.434 -0.601 0.56 -0.43 -0.53
H 1.468 3.230 -5.055 -0.30 0.03 0.18
H -0.595 1.382 -3.861 -0.02 0.23 -0.24
C -3.608 -8.858 2.815 0.01 -0.02 0.00
H 3.039 0.597 -5.104 -0.85 -0.10 0.13
H -0.093 -2.648 2.435 0.14 -0.02 0.03
H 1.966 -2.926 3.981 -0.21 0.12 -0.01
C -3.335 -8.012 3.881 -0.01 0.00 0.00
H 1.307 -0.974 3.600 0.05 -0.13 0.33
H -0.963 -2.595 5.405 0.09 0.37 -0.11
H -0.082 -5.152 4.310 0.04 -0.09 0.06
H 1.306 3.651 -0.070 0.21 -0.02 -0.08
C 2.110 2.580 -4.471 1.72 -2.33 0.39
H -0.658 3.389 -1.050 -0.21 0.06 0.09
C -0.532 -2.140 3.294 -0.29 0.53 0.77
C -0.775 -3.106 4.462 0.19 -1.09 -0.54
C -0.034 1.967 -3.128 0.24 -1.12 0.31
C -3.113 -6.660 3.655 0.02 0.02 0.02
C -1.611 6.458 -2.883 -0.01 -0.02 0.01
H -0.354 1.203 3.449 -0.35 0.07 -0.08
H 0.213 6.923 -5.698 0.00 0.01 0.01
C 3.305 3.407 -3.920 -2.09 -1.40 -4.67
C -0.565 6.333 -3.787 0.04 -0.05 0.01
H 0.210 0.525 -1.562 -0.01 0.00 0.27
C -3.651 -8.354 1.522 0.00 0.00 0.00
C 0.993 2.616 0.080 -0.58 0.66 0.82
O 3.487 3.801 -2.861 0.77 1.83 4.21
H -3.456 -6.610 0.287 -0.01 0.00 0.01
H 1.659 -4.346 2.979 -0.29 0.29 -0.23
C -0.171 0.356 2.792 1.33 -0.63 -0.11
H -2.905 -5.999 4.487 0.00 -0.01 -0.01
H -3.861 -9.014 0.690 0.00 0.01 0.01
H -1.162 2.191 0.121 0.15 -0.03 0.19
H -1.516 -1.797 2.970 -0.07 -0.07 -0.09
H -3.786 -9.911 2.992 0.01 0.01 0.00
H 3.586 -4.107 5.007 0.22 -0.20 -0.09
H 0.090 2.794 2.074 0.00 0.13 0.06
H 1.571 0.642 -3.561 0.11 -0.08 -0.27
H -1.721 8.362 -6.238 0.00 -0.01 0.01
H 0.831 0.260 0.852 -0.04 0.01 -0.08
C -2.700 7.262 -3.189 0.00 0.00 0.01
C -3.424 -7.003 1.296 -0.01 0.00 -0.01
H 1.769 1.973 -0.328 -0.03 -0.01 -0.26
C -2.741 7.944 -4.397 -0.01 0.01 0.00
H -1.702 -3.639 4.233 -0.09 0.03 0.13
H 1.999 1.893 -2.443 0.04 0.12 0.01
C 2.919 1.631 -5.421 1.35 0.15 -0.65
H -3.518 7.356 -2.486 0.01 0.00 -0.01
C 0.952 0.782 1.801 -0.85 0.49 0.93
H -0.038 -0.600 4.713 0.17 -0.18 0.17
H 4.933 1.750 -4.524 0.29 -0.50 -0.41
H -1.577 5.928 -1.938 0.00 0.00 -0.01
C 1.661 -3.966 3.997 0.75 -1.09 1.03
H -3.592 8.570 -4.637 0.02 0.00 0.01
H 1.887 2.711 1.996 -0.21 0.25 0.42
H -3.295 -8.406 4.889 -0.01 0.01 -0.01
H 0.421 -4.336 5.761 0.31 0.00 0.06
O 4.158 3.543 -4.982 1.18 0.50 0.29
C -3.160 -6.156 2.363 0.02 0.03 0.00
H -1.451 1.036 -1.801 -0.01 -0.11 -0.03
H -0.330 3.009 -3.259 0.13 0.09 0.18
H 3.147 -5.599 4.143 0.13 -0.11 0.01
C -1.692 7.826 -5.298 -0.01 -0.01 -0.01
H 2.599 1.652 -6.458 -0.28 -0.02 0.01
H 2.393 -5.174 5.685 -0.05 -0.18 0.06
H 1.912 0.468 2.209 0.10 0.05 -0.03
C 2.770 -4.781 4.746 -0.24 0.77 -0.20
C -0.422 1.398 -1.743 -0.64 0.65 -0.32
H -1.047 0.096 2.199 -0.29 0.30 0.25
C 0.314 -4.207 4.686 -0.66 0.68 -0.57
C 4.382 2.169 -5.368 -1.29 1.09 0.36
H -2.988 -5.100 2.188 0.01 -0.01 0.00
C -0.604 7.018 -4.994 0.00 -0.01 -0.02
C 0.228 -0.858 3.689 -0.63 0.30 -0.97
C 1.464 1.705 -3.375 -0.82 1.38 0.27
```
Forces are in eV/Å.

As for the spin multiplicity: 1. Its SMILES is CCCCCCCCCCCCCC[C@@H]1CCOC1=O.c1ccccc1.c1ccccc1. Its frontier orbital gap is 10.2 eV. As for the charge: 0. The HOMO energy is -9.43 eV. The LUMO energy is 0.81 eV.

***

[3]
Formula: C30H47BO2P2Yb
Source: OMol25
Level of theory: ωB97M-V with the def2-TZVPD basis set

XYZ file:
```
83
Properties=species:S:1:pos:R:3:forces:R:3
H 2.914 3.262 0.205 0.11 -0.12 0.07
C -0.978 -1.595 -2.176 -0.06 -0.15 -0.21
H -0.870 1.620 -2.501 0.27 -0.23 0.16
C -1.573 4.192 5.512 0.27 -0.09 -0.57
H 1.249 -1.927 -6.904 -0.25 0.37 0.05
H 2.005 -1.296 -4.782 0.01 0.36 -0.06
C 0.829 -1.478 3.985 -0.34 -0.67 -0.13
H -0.021 -2.119 -2.296 -0.15 0.11 0.17
H -1.567 -1.904 5.645 -0.09 0.06 -0.31
C -0.081 1.061 -1.974 0.02 -0.17 0.09
H -2.588 -2.038 4.192 0.06 0.10 0.15
C -1.005 1.326 -5.874 0.32 0.55 -0.18
C 3.152 -1.909 2.966 0.82 -0.03 0.19
H 2.261 -0.249 4.993 -0.22 0.07 0.06
Yb 0.110 -1.112 1.646 -0.64 3.46 -2.70
H 1.614 2.422 -1.820 -0.14 -0.08 0.29
P 1.599 1.231 0.299 0.84 -0.07 -0.53
C 1.434 -3.997 1.283 0.33 -0.47 -0.24
H -2.024 -4.426 3.003 0.03 0.10 -0.26
H -2.941 0.741 -1.932 0.14 -0.17 0.14
H 1.993 3.127 1.732 0.31 0.12 -0.27
C 0.379 1.774 -5.325 -0.30 0.42 -0.23
H 3.388 -0.833 3.021 -0.02 -0.31 -0.09
H 0.491 0.531 -2.752 -0.16 0.17 0.42
C -0.487 -1.989 3.797 0.75 -0.96 0.20
H 3.454 1.064 -1.335 -0.13 -0.06 0.21
H 3.461 2.180 1.537 -0.16 0.05 -0.26
C -0.423 -3.023 2.812 0.80 -0.40 1.21
H -1.283 -1.904 -7.176 0.13 0.02 0.31
O -1.541 1.628 2.255 0.99 0.43 -0.87
C 1.191 -0.482 5.028 0.12 0.29 0.35
H 0.476 4.558 4.819 0.03 -0.16 0.31
O 0.447 2.594 2.910 -0.17 -0.35 -1.84
H 0.226 2.486 -4.494 0.03 -0.25 -0.21
H -1.464 4.726 6.458 -0.11 0.00 -0.46
C 0.815 2.017 -1.181 -0.34 0.16 0.46
C -1.674 -1.590 4.593 -0.36 0.26 0.28
H 1.925 -4.894 1.689 -0.10 0.14 -0.23
H 3.737 0.031 0.089 -0.25 0.02 -0.21
H -0.640 -2.778 -5.799 -0.01 0.33 -0.11
C 1.289 0.686 -4.846 0.57 -0.50 -0.25
C -0.578 3.176 3.599 -0.42 -0.54 0.67
H -1.796 -0.498 4.600 -0.12 -0.13 0.07
C 1.701 -2.170 3.104 -0.46 -0.31 0.44
H 2.615 -0.493 -1.196 0.00 0.16 0.17
C -2.795 3.615 5.150 0.15 0.07 -0.12
C -1.742 0.302 -5.069 -0.28 -0.75 -0.16
H -3.652 3.738 5.818 0.20 0.00 -0.44
H -1.758 -2.317 -1.913 0.15 0.05 0.01
H -2.409 -3.037 1.994 0.02 -0.15 -0.03
B -0.144 1.739 1.933 -0.92 0.75 1.99
H 0.973 -0.902 6.023 0.10 0.21 -0.21
C -1.773 2.581 3.246 0.26 0.19 0.69
H 2.185 -3.482 0.668 -0.09 -0.14 -0.04
H -3.301 -0.420 -0.615 0.10 0.22 -0.08
C -1.682 -1.026 -5.268 -0.62 0.80 0.05
C 0.938 -3.131 2.381 -0.35 -0.46 1.19
C 2.592 2.586 1.001 0.01 0.16 0.31
H -0.874 0.971 -6.902 -0.18 0.15 0.25
C -0.465 4.048 4.658 -0.07 0.12 0.56
H -2.665 1.188 -0.222 -0.11 -0.10 -0.16
C -2.617 0.371 -0.952 -0.23 -0.07 0.44
P -0.897 -0.256 -0.947 -0.37 0.25 -0.72
H -1.642 2.227 -5.924 0.27 -0.32 -0.12
C 1.339 -0.583 -5.277 0.18 0.43 0.26
H -1.349 -4.318 1.367 -0.11 0.05 0.16
C 0.618 -1.130 -6.472 -0.42 -0.39 -0.37
C 2.974 0.374 -0.625 0.41 -0.43 -0.02
H 0.509 -0.358 -7.242 0.21 -0.21 0.19
H -2.381 -1.689 -4.747 0.17 0.39 0.04
H 2.030 1.019 -4.109 -0.27 -0.30 -0.03
C -1.600 -3.735 2.259 -0.51 -0.39 -0.08
H 0.617 -4.334 0.633 0.24 0.01 0.04
C -0.780 -1.759 -6.202 0.47 -0.41 -0.35
H 0.621 0.456 4.935 0.19 -0.21 0.09
H 0.870 2.373 -6.113 -0.08 -0.20 0.26
H -1.221 -1.135 -3.137 0.05 -0.26 0.26
H 3.695 -2.391 3.795 0.03 0.14 -0.30
H 0.244 2.867 -0.792 -0.04 -0.01 -0.16
C -2.916 2.878 3.962 -0.45 -0.25 0.01
H 3.557 -2.317 2.029 -0.03 0.15 0.24
H -3.875 2.536 3.598 -0.07 -0.24 0.29
H -2.442 0.718 -4.335 0.09 -0.34 -0.14
```
Forces are in eV/Å.

As for the spin multiplicity: 2. Its frontier orbital gap (alpha / beta) is 7.4 / 6.3 eV. Its expectation value of S² is 0.760. The energy above the lowest of the compared OMol25 structures with the same formula, charge and spin comes out at 0.0 kJ/mol. As for the charge: +1. The HOMO energy (alpha / beta) is -9.98 / -10.11 eV. The LUMO energy (alpha / beta) is -2.62 / -3.80 eV.

***

Number 1 is which compound? C30H46FN4O3Si3Zn